1.
ORCA calculation (ωB97M-V/def2-TZVPD) on a cluster of 13 separate species, C19H65N19O13 in total in a non-equilibrium geometry.

Values from the calculation:
Energy relative to the best compared isomer or geometry (same formula, charge and spin) ... 0.0 kcal/mol
Maximum force ... 3.5 eV Å⁻¹

Each line ends with the Löwdin charge.
Positions of all 116 atoms, in Å:
C1 -12.64 -10.06 -8.11  -0.084
C2 -11.23 -9.91 -7.56  -0.326
O1 -10.27 -10.03 -8.58  -0.091
H1 -12.88 -11.10 -8.32  0.040
H2 -12.81 -9.36 -8.93  0.071
H3 -13.37 -9.81 -7.33  0.070
H4 -11.13 -10.69 -6.80  0.092
H5 -11.23 -8.97 -6.99  0.111
H6 -9.44 -10.24 -8.13  0.029
C3 -9.66 -15.72 -9.45  -0.093
C4 -10.59 -16.54 -10.32  -0.274
O2 -11.89 -16.81 -9.77  -0.110
H7 -9.21 -16.34 -8.67  0.077
H8 -10.13 -14.96 -8.81  0.031
H9 -8.91 -15.25 -10.08  0.065
H10 -10.14 -17.49 -10.61  0.113
H11 -10.71 -16.06 -11.29  0.094
H12 -12.54 -16.68 -10.48  0.034
C5 -15.45 -16.53 -13.59  -0.082
C6 -13.96 -16.75 -13.21  -0.286
O3 -13.83 -16.67 -11.82  -0.107
H13 -15.87 -15.70 -13.03  0.049
H14 -16.05 -17.43 -13.42  0.067
H15 -15.56 -16.32 -14.66  0.076
H16 -13.40 -15.98 -13.74  0.106
H17 -13.84 -17.76 -13.59  0.113
H18 -14.19 -15.82 -11.54  0.049
C7 -14.10 -17.75 -6.65  -0.694
O4 -15.04 -17.76 -5.85  -0.005
N1 -13.93 -16.81 -7.58  0.186
N2 -13.10 -18.66 -6.59  0.167
H19 -14.61 -16.11 -7.82  0.082
H20 -13.25 -17.00 -8.30  0.064
H21 -12.44 -18.74 -7.35  0.101
H22 -13.19 -19.37 -5.89  0.109
C8 -12.66 -9.48 -11.92  -0.700
O5 -12.94 -8.35 -11.53  0.008
N3 -11.75 -10.28 -11.38  0.183
N4 -13.33 -9.98 -13.01  0.156
H23 -11.47 -10.15 -10.42  0.059
H24 -11.50 -11.16 -11.80  0.035
H25 -13.90 -9.25 -13.42  0.100
H26 -13.31 -10.89 -13.43  0.060
C9 -7.30 -11.94 -8.26  -0.695
O6 -7.70 -10.79 -8.04  0.025
N5 -6.01 -12.28 -8.23  0.177
N6 -8.18 -12.96 -8.40  0.179
H27 -5.38 -11.49 -8.20  0.122
H28 -5.66 -13.20 -8.36  0.108
H29 -7.79 -13.82 -8.77  0.086
H30 -9.11 -12.67 -8.67  0.096
C10 -17.47 -14.84 -6.07  -0.676
O7 -16.66 -14.20 -6.77  -0.029
N7 -18.57 -14.21 -5.64  0.169
N8 -17.25 -16.05 -5.59  0.181
H31 -19.25 -14.77 -5.14  0.097
H32 -18.86 -13.28 -5.88  0.111
H33 -16.29 -16.35 -5.75  0.061
H34 -17.89 -16.53 -4.98  0.109
C11 -16.53 -10.76 -7.21  -0.699
O8 -16.82 -9.60 -6.90  -0.009
N9 -17.15 -11.43 -8.20  0.169
N10 -15.61 -11.49 -6.53  0.164
H35 -17.87 -11.00 -8.75  0.103
H36 -16.88 -12.39 -8.34  0.049
H37 -15.50 -12.46 -6.74  0.042
H38 -15.17 -11.00 -5.77  0.107
C12 -11.88 -14.05 -6.06  -0.631
O9 -12.26 -13.03 -6.63  0.003
N11 -12.74 -14.91 -5.45  0.177
N12 -10.59 -14.52 -6.08  0.167
H39 -12.55 -15.88 -5.26  0.093
H40 -13.72 -14.67 -5.43  0.104
H41 -10.29 -15.05 -5.28  0.103
H42 -9.93 -13.86 -6.48  0.082
C13 -17.39 -15.51 -9.77  -0.648
O10 -16.68 -14.52 -9.64  -0.016
N13 -16.92 -16.75 -10.00  0.193
N14 -18.74 -15.49 -9.63  0.173
H43 -17.62 -17.46 -9.97  0.104
H44 -15.94 -16.98 -10.04  0.100
H45 -19.20 -14.70 -9.21  0.111
H46 -19.34 -16.21 -9.98  0.102
C14 -13.33 -13.72 -9.93  -0.610
O11 -13.64 -13.94 -11.11  -0.042
N15 -12.09 -13.34 -9.57  0.206
N16 -14.14 -13.83 -8.86  0.209
H47 -11.79 -13.30 -8.62  0.064
H48 -11.42 -13.16 -10.30  0.083
H49 -13.73 -13.58 -7.97  0.063
H50 -15.11 -14.14 -8.99  0.044
C15 -16.58 -12.38 -13.24  -0.708
O12 -16.78 -11.65 -14.24  -0.020
N17 -15.44 -13.03 -13.09  0.162
N18 -17.48 -12.59 -12.28  0.172
H51 -14.76 -12.92 -13.82  0.099
H52 -15.04 -13.38 -12.21  0.057
H53 -18.29 -12.01 -12.17  0.107
H54 -17.21 -13.16 -11.49  0.065
C16 -9.69 -13.67 -14.47  -0.049
C17 -10.11 -13.44 -13.02  -0.414
C18 -9.14 -12.50 -12.28  -0.221
O13 -7.92 -13.16 -12.07  -0.188
C19 -6.90 -12.30 -11.53  -0.081
N19 -11.43 -12.81 -13.02  0.034
H55 -10.30 -14.51 -14.84  0.074
H56 -8.67 -14.00 -14.64  0.079
H57 -9.85 -12.82 -15.13  0.087
H58 -10.17 -14.37 -12.45  0.114
H59 -9.56 -12.06 -11.37  0.105
H60 -9.05 -11.63 -12.96  0.137
H61 -6.06 -12.94 -11.31  0.086
H62 -7.28 -11.72 -10.69  0.068
H63 -6.59 -11.57 -12.29  0.093
H64 -12.04 -13.07 -12.25  0.035
H65 -12.02 -13.32 -13.68  0.079

2.
ORCA calculation (ωB97M-V/def2-TZVPD) on a cluster of 11 separate species, C46H93F6N12O16S6 in total in a non-equilibrium geometry.

Values from the calculation:
Net charge ... +1
Maximum force ... 7.7 eV Å⁻¹

Each line ends with the Löwdin charge.
Positions of all 179 atoms, in Å:
C1 6.06 -4.58 1.02  -0.054
C2 5.15 -3.90 -0.02  -0.133
N1 4.67 -2.61 0.52  -0.029
C3 3.90 -2.39 1.64  -0.012
C4 3.71 -1.04 1.74  -0.025
N2 4.37 -0.45 0.69  -0.053
C5 4.80 -1.44 -0.09  -0.010
C6 4.28 0.90 0.22  0.002
H1 5.53 -4.87 1.93  0.071
H2 6.98 -4.09 1.29  0.087
H3 6.31 -5.50 0.48  0.090
H4 4.26 -4.51 -0.17  0.130
H5 5.58 -3.72 -1.00  0.133
H6 3.68 -3.19 2.31  0.132
H7 3.25 -0.48 2.53  0.132
H8 5.30 -1.29 -1.03  0.170
H9 3.28 1.30 0.04  0.080
H10 4.82 1.14 -0.70  0.108
H11 4.72 1.59 0.95  0.097
C7 -8.46 -4.06 -2.04  -0.062
C8 -6.93 -3.89 -1.96  -0.150
N3 -6.36 -2.84 -2.83  -0.032
C9 -5.08 -2.36 -2.68  0.001
C10 -4.97 -1.28 -3.47  0.012
N4 -6.15 -1.13 -4.17  -0.073
C11 -6.95 -2.16 -3.83  0.004
C12 -6.42 -0.19 -5.23  0.017
H12 -8.83 -4.93 -1.52  0.081
H13 -8.76 -4.09 -3.09  0.071
H14 -8.90 -3.18 -1.57  0.081
H15 -6.42 -4.83 -2.16  0.130
H16 -6.74 -3.54 -0.95  0.116
H17 -4.28 -2.76 -2.06  0.115
H18 -4.22 -0.51 -3.59  0.109
H19 -8.00 -2.12 -4.07  0.158
H20 -5.72 -0.38 -6.04  0.118
H21 -6.48 0.83 -4.87  0.086
H22 -7.39 -0.41 -5.67  0.100
C13 -3.87 -2.88 1.62  -0.059
C14 -3.76 -4.39 1.67  -0.152
N5 -2.44 -4.87 2.04  -0.015
C15 -1.84 -4.66 3.24  -0.036
C16 -0.59 -5.22 3.19  -0.013
N6 -0.45 -5.80 1.93  -0.060
C17 -1.61 -5.57 1.28  0.034
C18 0.70 -6.33 1.28  -0.001
H23 -3.88 -2.36 2.59  0.061
H24 -4.73 -2.48 1.10  0.085
H25 -3.03 -2.47 1.05  0.064
H26 -4.05 -4.75 0.68  0.121
H27 -4.55 -4.71 2.35  0.130
H28 -2.27 -4.22 4.12  0.127
H29 0.14 -5.25 3.97  0.129
H30 -1.96 -5.84 0.29  0.164
H31 0.61 -6.62 0.24  0.116
H32 1.25 -7.07 1.87  0.105
H33 1.53 -5.62 1.34  0.087
C19 0.28 -1.65 1.21  -0.086
C20 -0.38 -0.92 0.03  -0.190
C21 0.67 -0.64 -1.03  -0.119
N7 0.19 -0.08 -2.35  -0.197
C22 -0.71 -1.10 -2.97  0.021
C23 -0.50 1.26 -2.12  -0.091
C24 0.64 2.19 -1.91  -0.172
C25 1.77 1.66 -2.75  -0.143
C26 1.36 0.29 -3.27  -0.061
H34 -0.52 -1.75 1.95  0.055
H35 1.08 -1.04 1.63  0.044
H36 0.65 -2.67 1.08  0.067
H37 -0.69 0.06 0.42  0.105
H38 -1.32 -1.41 -0.20  0.097
H39 1.17 -1.58 -1.27  0.122
H40 1.46 0.02 -0.65  0.113
H41 -1.62 -1.23 -2.40  0.088
H42 -0.20 -2.05 -2.89  0.061
H43 -0.93 -0.86 -4.01  0.111
H44 -0.93 1.64 -3.05  0.119
H45 -1.24 1.29 -1.33  0.111
H46 0.48 3.26 -2.06  0.118
H47 0.88 2.14 -0.83  0.096
H48 2.07 2.29 -3.59  0.129
H49 2.72 1.61 -2.20  0.079
H50 1.05 0.25 -4.31  0.154
H51 2.14 -0.44 -3.03  0.046
C27 7.54 4.92 0.35  -0.057
C28 6.25 5.73 0.63  -0.201
C29 5.00 5.03 0.14  -0.148
N8 3.65 5.58 0.49  -0.275
C30 3.42 5.60 1.99  0.047
C31 2.52 4.92 -0.26  -0.130
C32 2.65 5.28 -1.74  -0.095
C33 3.28 6.71 -1.57  -0.116
C34 3.43 7.00 -0.08  -0.063
H52 8.44 5.53 0.45  0.082
H53 7.52 4.45 -0.62  0.060
H54 7.67 4.31 1.25  0.077
H55 6.16 6.75 0.24  0.110
H56 6.17 5.90 1.70  0.100
H57 4.94 3.95 0.32  0.124
H58 4.99 4.95 -0.96  0.100
H59 2.42 5.98 2.14  0.107
H60 4.14 6.30 2.41  0.103
H61 3.47 4.54 2.26  0.105
H62 1.60 5.34 0.15  0.138
H63 2.49 3.90 0.11  0.121
H64 1.69 5.28 -2.25  0.125
H65 3.31 4.56 -2.21  0.087
H66 2.83 7.50 -2.17  0.130
H67 4.27 6.72 -2.03  0.103
H68 2.45 7.22 0.34  0.131
H69 4.26 7.62 0.21  0.130
C35 -5.84 -0.58 6.44  -0.065
C36 -4.46 -0.42 5.80  -0.213
C37 -3.39 -0.46 6.94  -0.110
N9 -1.96 -0.32 6.45  -0.252
C38 -1.64 1.16 6.32  0.051
C39 -0.90 -0.84 7.42  -0.080
C40 0.30 -1.27 6.54  -0.137
C41 -0.28 -1.59 5.19  -0.151
C42 -1.74 -1.16 5.21  -0.097
H70 -6.63 -0.34 5.74  0.085
H71 -5.95 -0.07 7.39  0.081
H72 -5.91 -1.65 6.69  0.080
H73 -4.27 0.49 5.24  0.093
H74 -4.22 -1.21 5.09  0.087
H75 -3.47 -1.43 7.44  0.133
H76 -3.60 0.33 7.66  0.136
H77 -2.29 1.46 5.50  0.072
H78 -0.65 1.31 5.91  0.120
H79 -1.91 1.67 7.24  0.119
H80 -0.66 -0.12 8.20  0.136
H81 -1.39 -1.69 7.90  0.130
H82 1.00 -0.44 6.41  0.113
H83 0.80 -2.10 7.02  0.121
H84 0.22 -0.96 4.46  0.111
H85 -0.15 -2.64 4.94  0.100
H86 -2.15 -0.62 4.36  0.130
H87 -2.36 -2.05 5.31  0.116
N10 -2.94 1.31 -4.88  -0.304
S1 -1.84 2.00 -5.98  0.524
O1 -0.67 2.66 -5.46  -0.287
O2 -2.44 2.61 -7.12  -0.261
F1 -1.21 0.70 -6.64  -0.186
S2 -3.89 2.53 -4.62  0.439
O3 -5.04 2.66 -5.48  -0.292
O4 -3.26 3.73 -4.15  -0.280
F2 -4.51 1.97 -3.25  -0.216
N11 5.40 4.78 -3.65  -0.292
S3 5.97 3.26 -3.68  0.513
O5 7.18 2.95 -4.36  -0.230
O6 4.93 2.25 -3.68  -0.304
F3 6.41 3.25 -2.12  -0.241
S4 5.43 5.07 -5.16  0.448
O7 4.67 4.23 -6.06  -0.266
O8 6.70 5.59 -5.64  -0.285
F4 4.55 6.40 -5.06  -0.208
N12 -4.02 3.38 1.76  -0.241
S5 -2.72 3.87 0.93  0.501
O9 -2.25 3.05 -0.14  -0.270
O10 -1.80 4.72 1.61  -0.273
F5 -3.59 4.94 0.09  -0.191
S6 -3.31 2.40 2.71  0.435
O11 -2.94 3.05 3.95  -0.306
O12 -2.47 1.32 2.26  -0.318
F6 -4.64 1.57 3.11  -0.221
C43 -1.09 -4.82 -3.00  -0.018
C44 -2.30 -4.75 -2.08  -0.785
O13 -3.14 -5.67 -2.16  -0.072
O14 -2.34 -3.82 -1.22  -0.126
H88 -1.31 -4.52 -4.02  0.090
H89 -0.53 -5.75 -2.89  0.073
H90 -0.37 -4.06 -2.67  0.037
C45 3.50 -1.86 -3.27  -0.047
C46 2.76 -2.64 -4.39  -0.750
O15 3.43 -3.16 -5.29  -0.023
O16 1.52 -2.66 -4.21  -0.079
H91 2.81 -1.93 -2.41  0.034
H92 3.59 -0.79 -3.48  0.071
H93 4.35 -2.36 -2.79  0.048

3.
ORCA calculation (ωB97M-V/def2-TZVPD) on the molecule C6H8N2 in a non-equilibrium geometry.

Values from the calculation:
Energy relative to the best compared isomer or geometry (same formula, charge and spin) ... 103.4 kcal/mol
SMILES ... C1=C[C@H]2CC=NN2C1
Maximum force ... 7.0 eV Å⁻¹

Each line ends with the Löwdin charge.
Positions of all 16 atoms, in Å:
C1 1.86 0.13 -0.37  -0.091
C2 0.85 1.09 -0.38  -0.041
C3 -0.02 0.50 0.57  -0.341
C4 -1.53 0.69 0.21  -0.173
C5 -1.92 -0.53 -0.47  -0.216
N1 -1.03 -1.38 -0.38  0.047
N2 -0.01 -1.01 0.42  -0.110
C6 1.45 -1.14 0.20  -0.183
H1 2.59 0.27 -1.26  0.129
H2 1.05 2.15 -0.79  0.148
H3 0.12 0.70 1.63  0.147
H4 -1.66 1.59 -0.42  0.094
H5 -2.18 1.18 1.14  0.159
H6 -3.12 -0.66 -0.79  0.174
H7 1.91 -1.45 1.13  0.111
H8 1.64 -2.10 -0.43  0.147

4.
ORCA calculation (ωB97M-V/def2-TZVPD) on a structure of composition C44H51FIN8O5Pt in a non-equilibrium geometry.

Values from the calculation:
Net charge ... +1
Energy relative to the best compared isomer or geometry (same formula, charge and spin) ... 0.0 kcal/mol
2S+1 ... 5
⟨S²⟩ ... 6.046
Maximum force ... 1.4 eV Å⁻¹

Each line ends with the Löwdin charge.
Positions of all 111 atoms, in Å:
Pt1 0.37 0.20 0.03  1.218
C1 2.21 -1.74 2.83  -0.062
C2 3.63 -1.34 2.45  -0.353
C3 3.92 0.10 2.88  -0.049
C4 3.98 -1.64 0.99  -0.125
C5 4.82 -2.73 0.81  -0.036
C6 5.33 -3.05 -0.43  -0.060
C7 5.02 -2.25 -1.50  -0.052
C8 4.16 -1.16 -1.41  -0.127
C9 3.96 -0.46 -2.76  -0.341
C10 3.28 0.91 -2.86  -0.061
C11 3.24 -1.39 -3.76  -0.065
C12 3.61 -0.86 -0.14  -0.172
N1 2.68 0.21 -0.01  -0.003
C13 3.10 1.43 0.05  -0.136
C14 2.23 2.53 -0.10  -0.362
C15 2.55 3.88 -0.25  -0.023
C16 1.37 4.52 -0.58  -0.034
C17 0.36 3.53 -0.62  -0.269
N2 0.88 2.34 -0.33  0.009
C18 -1.07 3.80 -1.06  -0.406
C19 -1.97 2.61 -0.62  -0.236
C20 -1.04 3.84 -2.60  0.000
C21 -1.53 5.16 -0.52  -0.012
H1 2.06 -1.62 3.91  0.083
H2 2.04 -2.79 2.57  0.081
H3 1.48 -1.13 2.31  0.028
H4 4.30 -1.98 3.04  0.125
H5 3.11 0.77 2.60  0.043
H6 4.85 0.46 2.43  0.088
H7 4.04 0.14 3.97  0.086
H8 5.10 -3.32 1.67  0.116
H9 5.99 -3.90 -0.55  0.110
H10 5.47 -2.47 -2.47  0.119
H11 4.98 -0.32 -3.14  0.138
H12 2.24 0.87 -2.54  0.066
H13 3.29 1.21 -3.91  0.089
H14 3.81 1.67 -2.30  0.074
H15 2.16 -1.40 -3.57  0.068
H16 3.62 -2.41 -3.71  0.072
H17 3.39 -1.02 -4.77  0.088
H18 4.16 1.63 0.18  0.154
H19 3.53 4.32 -0.14  0.114
H20 1.26 5.57 -0.81  0.104
H21 -1.36 1.72 -0.80  0.076
H22 -3.75 1.51 -0.93  0.113
H23 -1.53 2.01 1.33  0.069
H24 -0.75 2.87 -3.01  0.100
H25 -0.31 4.58 -2.93  0.099
H26 -2.01 4.13 -3.01  0.086
H27 -1.53 5.17 0.57  0.091
H28 -2.53 5.39 -0.88  0.075
H29 -0.87 5.94 -0.87  0.085
C22 -2.14 -0.92 2.53  -0.026
C23 -1.03 -0.08 3.02  -0.359
C24 -0.65 0.02 4.40  -0.032
C25 0.21 1.08 4.48  -0.024
C26 0.34 1.61 3.16  -0.328
C27 1.00 2.89 2.85  -0.002
N3 -0.39 0.86 2.27  -0.011
H30 -2.04 -1.94 2.90  0.089
H31 -2.22 -0.90 1.45  0.043
H32 -3.08 -0.54 2.95  0.086
H33 -1.01 -0.61 5.19  0.124
H34 0.69 1.48 5.36  0.124
H35 1.17 3.45 3.78  0.098
H36 0.42 3.49 2.16  0.081
H37 1.97 2.73 2.38  0.077
I1 -3.10 2.73 3.56  1.119
C28 -3.24 3.06 1.48  -0.633
C29 -4.36 3.78 1.05  -0.087
C30 -4.75 4.07 -0.28  -0.065
C31 -4.24 3.51 -1.41  -0.007
C32 -3.28 2.38 -1.41  -0.108
N4 -2.21 2.59 0.81  0.094
H38 -4.98 4.20 1.82  0.092
H39 -5.54 4.80 -0.38  0.124
H40 -4.60 3.86 -2.37  0.128
H41 -3.02 2.09 -2.43  0.117
N5 -1.24 -5.26 2.04  0.189
C33 -0.99 -5.42 0.73  -0.504
O1 -1.47 -6.34 0.08  0.070
C34 -0.14 -4.38 0.06  -0.104
C35 0.61 -4.75 -1.05  0.037
C36 1.32 -3.78 -1.73  0.010
C37 1.22 -2.46 -1.30  -0.118
N6 0.50 -2.10 -0.24  -0.012
C38 -0.17 -3.05 0.42  -0.074
H42 -1.91 -5.87 2.47  0.124
H43 -0.83 -4.53 2.60  0.094
H44 0.61 -5.78 -1.37  0.135
H45 1.94 -4.02 -2.58  0.117
H46 1.73 -1.67 -1.82  0.068
H47 -0.74 -2.71 1.28  0.090
F1 -6.01 -1.41 0.75  0.085
C39 -5.21 -2.00 -0.14  -0.181
C40 -4.58 -1.27 -1.07  0.028
N7 -3.73 -1.82 -1.99  0.007
C41 -2.77 -0.97 -2.69  -0.015
C42 -1.64 -0.47 -1.76  -0.637
O2 -0.54 -0.14 -2.25  -0.034
O3 -1.89 -0.37 -0.52  -0.131
C43 -3.48 -3.19 -2.01  -0.461
O4 -2.65 -3.69 -2.72  0.102
N8 -4.27 -3.92 -1.14  0.227
C44 -5.01 -3.44 -0.05  -0.394
O5 -5.38 -4.17 0.84  0.114
H48 -4.73 -0.20 -1.13  0.129
H49 -3.30 -0.10 -3.07  0.128
H50 -2.34 -1.53 -3.51  0.135
H51 -4.12 -4.92 -1.18  0.178

Total energy? In order: -75696.135, -181152.547, -9327.226, -82672.430 eV.